1.
{
  "formula": "C5H12SSi",
  "method": "ωB97M-V/def2-TZVPD",
  "orbital_gap_ev": 9.829,
  "total_charge": 0,
  "e_homo_ev": -9.18,
  "e_above_lowest_kcal_mol": 50.6,
  "smiles": "C[Si](C)(C)S.C#C",
  "elements": ["S", "Si", "C", "C", "C", "C", "C", "H", "H", "H", "H", "H", "H", "H", "H", "H", "H", "H", "H"],
  "xyz": [[-1.450, 1.001, -1.327], [-0.742, -0.710, -0.072], [-1.870, -0.828, 1.439], [-0.569, -2.396, -0.720], [1.372, 4.028, -0.182], [0.975, 0.175, 0.082], [2.544, 4.225, -0.226], [1.508, -0.138, 0.929], [-2.796, 0.631, -1.447], [-2.356, -1.876, 1.261], [-2.653, -0.118, 1.561], [0.688, 1.180, 0.503], [-1.624, -2.765, -0.623], [-1.375, -0.938, 2.365], [3.420, 4.735, -0.083], [0.291, 3.838, -0.121], [-0.040, -2.494, -1.742], [1.384, 0.485, -0.900], [-0.076, -2.987, 0.071]],
  "forces_ev_per_angstrom": [[-1.58, -1.39, 0.04], [1.12, 2.96, 0.02], [-0.45, -2.71, -1.51], [-0.37, -0.99, -0.90], [-2.24, -0.63, 0.05], [-2.84, 1.94, 0.00], [-0.94, 0.16, 0.19], [1.85, -1.11, 0.40], [1.27, 0.39, 0.04], [0.48, 1.76, 0.45], [-0.51, 0.70, -0.18], [-0.14, -0.57, -0.47], [0.80, -0.14, -1.04], [0.82, -0.01, 1.07], [1.94, 0.40, -0.05], [1.21, 0.04, -0.20], [-1.17, -0.09, 1.73], [0.48, -0.93, 0.76], [0.30, 0.23, -0.41]]
}


2.
{
  "formula": "C27H32N4O4",
  "method": "ωB97M-V/def2-TZVPD",
  "orbital_gap_ev": 8.206,
  "total_charge": 0,
  "e_homo_ev": -7.69,
  "e_above_lowest_kcal_mol": 117.3,
  "smiles": "COc1ccc(C(=O)NC[C@@H](c2cccnc2)N2CCN(c3ccccc3OC)CC2)cc1OC",
  "elements": ["O", "O", "O", "O", "N", "N", "N", "N", "C", "C", "C", "C", "C", "C", "C", "C", "C", "C", "C", "C", "C", "C", "C", "C", "C", "C", "C", "C", "C", "C", "C", "C", "C", "C", "C", "H", "H", "H", "H", "H", "H", "H", "H", "H", "H", "H", "H", "H", "H", "H", "H", "H", "H", "H", "H", "H", "H", "H", "H", "H", "H", "H", "H", "H", "H", "H", "H"],
  "xyz": [[6.915, 1.670, -0.212], [-3.833, 1.340, -1.516], [4.145, 2.454, -0.508], [3.105, -3.401, -0.069], [-0.619, -0.735, 0.117], [-1.754, 1.885, 0.360], [1.764, -1.891, 0.943], [-3.600, -3.915, 1.060], [-1.329, -0.334, 1.317], [-5.297, 2.843, -0.300], [2.788, 2.782, -0.665], [6.207, -0.499, 0.124], [3.544, 0.142, -0.090], [-3.545, -3.935, -1.318], [0.583, -2.715, 0.956], [5.262, -1.493, 0.254], [-4.147, -4.222, -0.103], [-1.162, 1.427, -0.872], [-1.230, -0.095, -1.037], [6.755, 3.053, -0.435], [4.487, 1.149, -0.240], [-1.730, -2.955, -0.089], [-4.852, 1.095, -2.450], [-4.077, 2.207, -0.475], [3.913, -1.175, 0.167], [-1.193, 1.185, 1.491], [-5.526, 3.679, 0.780], [-3.034, 2.426, 0.452], [5.854, 0.828, -0.116], [-2.430, -3.304, 1.064], [-4.518, 3.896, 1.698], [-2.321, -3.290, -1.304], [-0.435, -2.179, -0.069], [2.905, -2.262, 0.307], [-3.293, 3.284, 1.523], [-6.488, 4.153, 0.894], [2.498, 0.377, -0.216], [2.772, 3.849, -0.882], [-4.676, 4.550, 2.542], [-4.428, 0.392, -3.165], [1.603, -0.914, 1.129], [-2.403, -0.586, 1.268], [-6.098, 2.677, -1.003], [-2.497, 3.483, 2.225], [-0.105, 1.724, -0.846], [0.168, -2.737, 1.966], [-1.819, -3.050, -2.232], [-4.020, -4.207, -2.248], [5.551, -2.517, 0.428], [7.768, 3.456, -0.439], [0.884, -3.726, 0.674], [-2.038, -3.089, 2.049], [-0.893, -0.831, 2.185], [-5.107, -4.720, -0.052], [-2.281, -0.396, -1.162], [6.280, 3.256, -1.396], [6.179, 3.528, 0.361], [-0.128, 1.441, 1.568], [2.217, 2.596, 0.251], [-1.696, 1.486, 2.408], [-5.149, 2.008, -2.977], [-1.638, 1.916, -1.718], [-0.674, -0.381, -1.934], [0.038, -2.281, -1.055], [-5.733, 0.643, -1.981], [7.260, -0.720, 0.202], [2.334, 2.239, -1.500]],
  "forces_ev_per_angstrom": [[-0.13, -0.34, 0.03], [0.19, 0.25, 0.47], [0.39, -0.32, 0.06], [0.11, -0.23, -0.14], [0.08, -0.01, -0.09], [0.16, -0.20, -0.05], [-0.22, 0.15, 0.18], [-0.29, -0.16, 0.45], [0.06, 0.30, 0.12], [-0.08, -0.04, -0.12], [-0.19, 0.07, -0.03], [-0.11, 0.26, -0.05], [0.03, -0.07, 0.03], [0.03, 0.03, 0.02], [-0.07, -0.05, -0.28], [-0.25, -0.01, 0.01], [-0.09, -0.05, -0.29], [0.01, -0.15, -0.38], [0.03, 0.31, -0.09], [0.07, 0.51, -0.07], [0.06, 0.23, 0.00], [-0.08, -0.04, -0.21], [-0.19, -0.06, -0.16], [0.10, -0.11, -0.04], [0.33, 0.13, -0.19], [-0.08, -0.33, 0.21], [-0.01, 0.03, 0.02], [-0.26, 0.28, -0.05], [-0.02, -0.16, 0.02], [0.31, 0.10, -0.11], [-0.10, 0.00, 0.07], [-0.04, -0.05, 0.19], [0.17, -0.05, 0.20], [-0.06, 0.11, 0.25], [-0.11, -0.06, -0.11], [-0.08, 0.04, 0.00], [-0.13, 0.07, -0.01], [-0.07, -0.07, 0.01], [-0.01, 0.06, 0.07], [-0.08, 0.04, 0.01], [0.15, -0.05, -0.07], [0.06, -0.01, 0.06], [-0.04, -0.05, -0.09], [0.11, 0.02, 0.02], [0.00, -0.06, -0.08], [-0.01, -0.08, -0.06], [0.06, 0.03, -0.07], [-0.06, -0.04, -0.06], [0.03, -0.11, 0.00], [-0.08, -0.01, 0.00], [-0.10, 0.08, 0.11], [0.14, 0.09, 0.06], [-0.03, -0.04, 0.07], [-0.08, -0.05, -0.10], [0.10, 0.01, -0.01], [0.05, 0.00, 0.09], [0.06, -0.03, -0.07], [-0.02, -0.05, 0.09], [-0.01, -0.03, -0.04], [0.06, 0.03, -0.03], [0.00, -0.04, 0.03], [0.10, 0.00, 0.04], [0.01, -0.03, -0.02], [-0.06, -0.03, 0.12], [0.03, 0.04, -0.02], [0.13, -0.01, 0.02], [-0.01, 0.00, 0.05]]
}


3.
{
  "formula": "C5H9N",
  "method": "ωB97M-V/def2-TZVPD",
  "orbital_gap_ev": 10.781,
  "total_charge": 0,
  "e_homo_ev": -9.69,
  "e_above_lowest_kcal_mol": 57.3,
  "smiles": "C1C[C@@H]2N[C@@H]2C1",
  "elements": ["N", "C", "C", "C", "C", "C", "H", "H", "H", "H", "H", "H", "H", "H", "H"],
  "xyz": [[-1.334, -0.214, 0.802], [0.855, -1.142, -0.229], [1.247, 0.230, 0.480], [-0.687, -0.797, -0.454], [0.447, 1.280, -0.286], [-0.896, 0.583, -0.402], [-1.318, -1.468, -0.848], [1.425, -0.936, -1.218], [-1.775, 1.158, -0.718], [2.326, 0.346, 0.393], [-0.639, -0.036, 1.457], [0.757, 1.192, -1.379], [0.333, 2.239, 0.200], [1.271, -2.165, 0.209], [1.154, 0.248, 1.636]],
  "forces_ev_per_angstrom": [[-0.79, -0.13, -2.68], [0.63, 1.46, -0.90], [1.61, -1.07, 1.70], [2.79, -1.71, 3.18], [-0.53, -1.64, -0.89], [-1.72, 2.78, 1.42], [-1.95, -2.26, -1.86], [-1.07, -1.03, 1.12], [0.65, -0.46, -0.86], [0.10, 0.26, -0.29], [1.30, -0.13, 1.63], [0.28, 1.23, 1.35], [0.52, 0.39, -0.38], [-1.45, 2.32, -0.68], [-0.37, -0.01, -1.86]]
}


4.
{
  "formula": "C6H7F2I3",
  "method": "ωB97M-V/def2-TZVPD",
  "orbital_gap_ev": [7.485, 6.253],
  "total_charge": 0,
  "e_homo_ev": [-8.22, -7.80],
  "elements": ["I", "I", "I", "F", "F", "C", "C", "C", "C", "C", "C", "H", "H", "H", "H", "H", "H", "H"],
  "xyz": [[2.601, -2.402, 1.086], [4.095, -0.181, -1.513], [3.219, 2.568, 0.584], [2.793, 0.110, 2.499], [4.676, -0.465, 1.660], [-0.157, 0.699, 1.770], [3.364, -0.344, 1.366], [-0.451, 0.121, 0.429], [0.311, -0.177, -0.563], [0.611, -0.638, -1.868], [3.003, 0.465, 0.181], [-0.940, 1.394, 2.060], [0.278, -1.669, -2.011], [-1.508, -0.120, 0.280], [-0.118, -0.103, 2.509], [1.711, -0.667, -2.034], [0.795, 1.216, 1.771], [0.206, 0.026, -2.632]],
  "forces_ev_per_angstrom": [[0.14, 0.12, 0.16], [-0.09, 0.31, 0.31], [0.00, -0.44, -0.16], [-0.12, 0.11, -0.04], [0.14, 0.11, -0.20], [0.25, 0.04, 0.16], [-0.24, -0.87, 0.45], [-0.36, 0.00, 0.16], [1.31, 0.63, 0.84], [0.31, -0.35, -0.73], [-0.78, 0.37, -0.73], [-0.09, 0.04, 0.02], [-0.08, 0.02, -0.03], [-0.03, -0.10, -0.26], [-0.01, 0.01, 0.03], [-0.33, 0.01, 0.05], [0.05, 0.01, 0.01], [-0.06, -0.03, -0.03]]
}


5.
{
  "formula": "C26H42FIN4O16S4",
  "method": "ωB97M-V/def2-TZVPD",
  "orbital_gap_ev": 7.623,
  "total_charge": 0,
  "e_homo_ev": -8.11,
  "smiles": "CCCNc1cc2ncc(NCC)nc2c([C@H](C)F)c1C[C@@H](C)I.O=S1(=O)OCCO1.O=S1(=O)OCCO1.O=S1(=O)OCCO1.O=S1(=O)OCCO1",
  "elements": ["I", "S", "S", "S", "S", "F", "O", "O", "O", "O", "O", "O", "O", "O", "O", "O", "O", "O", "O", "O", "O", "O", "N", "N", "N", "N", "C", "C", "C", "C", "C", "C", "C", "C", "C", "C", "C", "C", "C", "C", "C", "C", "C", "C", "C", "C", "C", "C", "C", "C", "C", "C", "H", "H", "H", "H", "H", "H", "H", "H", "H", "H", "H", "H", "H", "H", "H", "H", "H", "H", "H", "H", "H", "H", "H", "H", "H", "H", "H", "H", "H", "H", "H", "H", "H", "H", "H", "H", "H", "H", "H", "H", "H", "H"],
  "xyz": [[-5.358, -2.423, 1.335], [9.170, -2.528, -1.737], [0.143, 5.660, 4.348], [-2.414, 5.761, -0.047], [-7.089, -0.408, -3.990], [-1.115, -0.280, -2.688], [10.591, -2.476, -1.706], [-7.173, -0.515, -2.575], [-1.463, 6.550, -1.087], [8.641, -2.776, -0.229], [0.646, 4.653, 5.506], [8.725, -3.955, -2.354], [-2.369, 4.373, -0.368], [-5.789, 0.477, -4.365], [-8.176, 0.035, -4.795], [8.376, -1.513, -2.337], [0.473, 6.991, 4.732], [-1.528, 6.005, 1.280], [-6.561, -1.819, -4.577], [-1.443, 5.453, 4.560], [-3.635, 6.478, 0.090], [0.511, 5.114, 3.086], [2.505, -1.659, 2.053], [-2.129, -3.361, 1.805], [4.248, 0.954, -0.122], [1.921, 0.258, -0.235], [-0.701, 0.429, -1.501], [4.626, 0.614, -1.513], [8.422, -4.854, -1.285], [-0.449, 7.259, -0.369], [-0.225, 6.457, 0.899], [0.969, -0.601, 0.305], [-4.734, -0.380, -4.810], [-4.075, -0.843, 0.501], [-2.943, -1.397, -0.466], [-1.175, -2.410, 1.275], [-5.431, -1.583, -5.420], [-1.733, 1.572, -1.101], [-0.453, 4.341, 6.366], [3.142, 0.127, 0.346], [-0.411, -0.560, -0.309], [7.864, -3.974, -0.182], [-1.673, -5.821, 1.104], [-0.124, -5.682, 1.363], [-1.672, 4.369, 5.463], [-2.440, -4.463, 0.850], [-1.505, -1.432, 0.150], [1.277, -1.522, 1.411], [3.399, -0.811, 1.476], [-5.080, 0.084, -0.345], [0.161, -2.418, 1.878], [5.174, -0.848, -1.701], [3.976, 1.939, -0.063], [7.714, -5.614, -1.611], [4.368, -1.632, -1.787], [-2.144, -6.433, 1.928], [-5.877, -0.615, -0.729], [-5.634, 0.790, 0.344], [-5.799, -1.359, -6.425], [-3.644, -0.220, 1.326], [-0.308, 3.372, 6.840], [-1.703, -3.742, 2.658], [-3.256, -2.402, -0.884], [-0.512, 5.116, 7.135], [0.135, -5.287, 2.388], [6.820, -3.712, -0.376], [7.943, -4.441, 0.798], [0.372, -3.122, 2.725], [-4.788, -2.461, -5.457], [5.971, -1.134, -0.950], [-3.542, -4.699, 0.973], [-4.100, 0.138, -5.528], [0.233, 0.979, -1.816], [-2.154, 1.986, -2.066], [-2.595, 4.525, 6.020], [-2.937, -0.709, -1.363], [-2.333, -4.098, -0.208], [5.455, 1.313, -1.838], [-2.525, 1.230, -0.392], [3.776, 0.769, -2.237], [9.353, -5.336, -0.974], [0.316, -4.965, 0.613], [0.439, -6.651, 1.246], [-1.753, 3.449, 4.878], [-4.576, 0.605, -1.199], [0.395, 5.579, 0.708], [0.455, 7.343, -0.969], [4.442, -0.815, 1.900], [-1.788, -6.431, 0.155], [-4.138, -0.667, -3.940], [-0.829, 8.260, -0.143], [-1.104, 2.411, -0.684], [5.709, -0.859, -2.700], [0.223, 7.049, 1.692]],
  "forces_ev_per_angstrom": [[0.42, 0.68, 0.03], [-0.06, -0.35, 0.16], [-0.40, -0.41, 0.63], [0.51, 0.30, 0.21], [0.30, -0.08, -0.30], [0.08, 0.40, 1.19], [-0.42, 0.26, -0.02], [-0.36, -0.03, -0.53], [-0.18, -0.58, 0.33], [0.41, -0.13, -0.50], [-0.24, 0.08, -0.72], [-0.26, 0.62, 0.23], [-0.34, 0.52, -0.03], [-0.57, -0.35, -0.17], [0.20, 0.01, 0.44], [0.42, -0.21, -0.01], [-0.04, -0.26, -0.51], [-0.54, 0.30, -0.55], [0.09, 0.45, 0.53], [0.70, 0.29, 0.17], [0.18, -0.45, 0.00], [0.26, 0.16, 0.64], [0.11, 2.81, -3.04], [1.32, 0.51, -1.01], [-0.78, -0.88, 0.10], [1.50, -1.69, 2.21], [0.42, 0.87, 0.67], [0.70, -0.11, -0.90], [0.35, -0.31, 0.39], [0.03, 0.51, 0.35], [0.50, -0.09, -0.56], [-0.95, -0.19, -0.30], [0.45, -0.34, 0.24], [-0.07, 1.21, -1.14], [0.09, 0.14, -0.23], [2.57, 0.89, 0.23], [0.06, 0.23, -0.56], [1.05, -0.28, -0.96], [-0.33, 0.30, 0.47], [-1.18, -0.31, 0.40], [-1.21, -1.56, 0.61], [-0.56, -0.18, -0.09], [0.57, -0.32, -0.55], [0.28, 0.27, -0.20], [-0.06, -0.64, 0.01], [-1.12, -0.90, 0.27], [2.37, -0.08, 0.79], [-2.69, -1.19, 0.33], [0.04, -0.16, 0.09], [-0.65, -1.22, 0.83], [-1.01, 1.49, -1.70], [0.38, 0.08, -0.71], [0.02, -0.45, -0.11], [0.02, 0.19, -0.21], [0.75, 0.85, 0.44], [0.36, 0.83, -0.78], [0.97, 1.05, 0.01], [0.83, -0.58, -0.83], [0.08, 0.00, 0.01], [-0.31, -0.98, -0.49], [0.21, 0.03, -0.20], [-0.46, 0.12, -0.47], [0.46, 1.06, 0.61], [-0.05, -0.06, 0.00], [-0.41, -0.40, -1.03], [0.02, -0.06, 0.01], [0.16, 0.21, -0.01], [-0.13, 0.81, -1.01], [-0.19, -0.05, 0.20], [-1.09, 0.39, -0.61], [1.20, 0.25, -0.26], [-0.19, 0.15, 0.07], [-0.88, -0.99, 0.44], [0.18, -0.50, 1.13], [0.05, 0.22, -0.15], [0.14, -0.85, 1.08], [0.26, -0.41, 1.13], [-0.94, -0.65, 0.56], [0.73, 0.53, -0.66], [0.64, -0.17, 0.67], [-0.07, -0.02, 0.04], [-0.39, -0.66, 0.76], [-0.82, 0.83, 0.14], [-0.01, 0.01, 0.05], [-0.44, -0.30, 0.91], [0.04, 0.11, 0.02], [-0.17, -0.16, -0.13], [-1.20, 0.06, -0.57], [-0.02, 0.61, 1.07], [0.04, -0.01, -0.06], [0.05, -0.02, 0.00], [-0.92, -1.03, -0.11], [-0.61, -0.02, 1.08], [-0.23, -0.04, 0.00]]
}


6.
{
  "formula": "C4H8O",
  "method": "ωB97M-V/def2-TZVPD",
  "orbital_gap_ev": 10.082,
  "total_charge": 0,
  "e_homo_ev": -9.14,
  "e_above_lowest_kcal_mol": 55.4,
  "elements": ["O", "C", "C", "C", "C", "H", "H", "H", "H", "H", "H", "H", "H"],
  "xyz": [[-0.398, -0.224, 1.585], [0.218, -0.339, -0.756], [0.553, 1.756, 0.650], [0.203, 0.310, 0.399], [-0.409, -1.712, -0.855], [-0.176, 2.186, 1.326], [1.538, 1.762, 1.121], [-1.308, -1.628, -0.235], [0.106, -2.587, -0.467], [0.638, 2.346, -0.261], [-0.797, -1.901, -1.853], [-1.075, 0.035, 0.861], [0.907, -0.004, -1.516]],
  "forces_ev_per_angstrom": [[-0.99, 0.59, -2.74], [0.98, -1.61, 0.32], [1.13, -0.55, -0.45], [2.07, 1.73, 0.41], [-1.14, 0.68, 0.20], [-0.05, 0.10, 0.06], [-0.08, 0.27, 0.28], [-0.05, -0.43, -0.04], [0.52, 0.16, -0.12], [-0.13, -0.07, -0.06], [0.31, -0.13, -0.19], [-2.12, -1.23, 2.75], [-0.45, 0.49, -0.43]]
}


7.
{
  "formula": "C4H9O3",
  "method": "ωB97M-V/def2-TZVPD",
  "orbital_gap_ev": 8.761,
  "total_charge": -1,
  "e_homo_ev": -4.49,
  "e_above_lowest_kcal_mol": 9.7,
  "elements": ["O", "O", "O", "C", "C", "C", "C", "H", "H", "H", "H", "H", "H", "H", "H", "H"],
  "xyz": [[-0.630, 0.532, -0.832], [-1.157, 0.371, 1.326], [2.016, -0.038, -0.707], [-2.440, 1.896, -0.098], [-1.274, 0.896, 0.212], [2.121, -1.136, 0.191], [1.048, -2.234, 0.021], [-2.880, 2.294, 0.802], [3.116, -1.571, -0.025], [2.168, -0.690, 1.196], [-3.155, 1.280, -0.667], [1.255, -2.813, -0.885], [0.105, -1.691, -0.059], [-2.050, 2.592, -0.835], [1.044, 0.151, -0.746], [1.125, -2.872, 0.900]],
  "forces_ev_per_angstrom": [[-0.12, 0.73, 0.34], [-0.13, 0.62, 0.53], [-0.51, -0.66, -0.13], [0.90, -1.32, -0.51], [-0.29, -1.18, -1.15], [1.02, 0.25, -0.53], [0.82, 1.16, 0.05], [-0.15, 0.38, 0.11], [-0.22, 0.03, 0.32], [-0.33, -0.59, 0.16], [-0.05, 0.21, 0.39], [-0.15, 0.09, 0.10], [-0.25, -0.47, 0.18], [-0.12, 0.54, 0.28], [-0.03, 0.39, -0.12], [-0.39, -0.18, 0.00]]
}


8.
{
  "formula": "C5H9NS",
  "method": "ωB97M-V/def2-TZVPD",
  "orbital_gap_ev": 7.830,
  "total_charge": 0,
  "e_homo_ev": -7.81,
  "e_above_lowest_kcal_mol": 94.7,
  "elements": ["S", "N", "C", "C", "C", "C", "C", "H", "H", "H", "H", "H", "H", "H", "H", "H"],
  "xyz": [[-2.437, -0.911, -0.214], [1.722, -1.421, 0.169], [-1.136, 0.877, 1.351], [0.797, -1.302, 0.937], [2.752, -1.302, -0.659], [-0.891, 1.118, -1.165], [-1.501, 0.351, -0.065], [-0.012, 0.626, -1.459], [-0.227, -1.678, 0.933], [-1.599, 0.903, -1.972], [3.471, -2.070, -0.445], [-0.077, 1.219, 1.168], [2.899, -0.425, -1.308], [-1.229, 0.164, 2.064], [-1.818, 1.733, 1.464], [-0.714, 2.119, -0.798]],
  "forces_ev_per_angstrom": [[-1.21, -1.45, -0.58], [0.10, 1.19, -1.31], [1.00, 2.39, -4.49], [1.07, -0.30, 0.02], [-1.59, -0.40, 1.76], [-2.00, -0.50, -0.01], [0.84, 0.80, 2.62], [1.62, -0.48, -0.24], [0.50, -0.21, -0.38], [0.29, 1.14, -0.38], [0.59, 0.06, -0.54], [-0.96, -0.04, 1.05], [-0.31, -0.68, 0.52], [-0.32, -1.89, 2.22], [0.39, -0.07, 0.42], [0.00, 0.45, -0.70]]
}


no.,DFT total energy (eV)
1,-24090.55719
2,-42667.65838
3,-6818.50801
4,-36067.84332
5,-120516.22704
6,-6322.76756
7,-10438.04583
8,-17652.08787